Record 1
C5H10N2 | ωB97M-V/def2-TZVPD

Values from the calculation:
Relative energy (zero: lowest compared OMol25 entry of this formula, charge and spin) (kcal/mol): 190.1
Gap between HOMO and LUMO (Ha): 0.3053
HOMO (hartree): -0.27276
Electronic energy (eV): -8319.0918
Largest force on an atom (eV Å⁻¹): 11.34
Molecular weight (g mol⁻¹): 98.1
LUMO (eV): 0.885
SMILES string: N[C@@]12CCN[C@H]1C2

```
17
Properties=species:S:1:pos:R:3:forces:R:3:nbo_charge:R:1
N 0.051665 -0.913078 1.563533 -1.81 -0.06 -0.94 -0.9381
C 0.464354 0.282888 0.769473 -0.79 1.67 3.42 0.1164
C 1.318075 -0.199156 -0.267813 2.62 -1.44 -1.90 -0.4079
C 0.107286 -0.930439 -1.241398 5.74 0.30 -3.13 -0.2330
N -0.968026 -0.263727 -0.721690 -10.79 -2.98 -1.84 -0.6631
C -0.690621 0.942687 -0.281147 1.47 1.29 2.08 -0.0959
C -0.535750 1.425983 1.069462 -0.89 0.61 1.15 -0.4045
H -1.040203 -1.102288 1.066281 4.35 -0.67 1.78 0.4118
H 0.895453 -1.639241 1.736631 -3.23 1.94 -1.28 0.4004
H 1.696122 0.560064 -0.966136 0.43 -0.15 0.64 0.2116
H 2.228600 -0.898259 0.117924 -2.23 1.38 -1.09 0.2040
H 0.375680 -2.115002 -1.363036 -1.83 2.93 0.23 0.2379
H 0.319047 -0.227390 -2.185040 0.26 -2.62 0.67 0.1555
H -2.009692 -0.174601 -1.277709 3.95 -1.43 1.31 0.3807
H -0.289288 1.674137 -0.909124 1.17 0.83 -1.80 0.1476
H -1.290186 1.029627 1.727776 0.25 -0.38 0.83 0.2358
H -0.632518 2.547796 1.162012 1.32 -1.21 -0.12 0.2409
```
Forces are in eV/Å.



Record 2
C5H10N2 | ωB97M-V/def2-TZVPD

Values from the calculation:
Relative energy (zero: lowest compared OMol25 entry of this formula, charge and spin) (kcal/mol): 52.3
Gap between HOMO and LUMO (Ha): 0.3652
HOMO (hartree): -0.76300
Electronic energy (eV): -8305.6012
Largest force on an atom (eV Å⁻¹): 4.87
Molecular weight (g mol⁻¹): 98.1
Net charge: +2
LUMO (eV): -10.825
SMILES string: C[N+]1(C)C=C[NH+]=C1

```
17
Properties=species:S:1:pos:R:3:forces:R:3:nbo_charge:R:1
C -1.165473 -0.452591 1.287608 -2.01 3.29 -1.45 -0.3544
N -0.366703 0.138871 0.091001 2.43 -3.96 -1.47 -0.2797
C -1.181921 0.210707 -1.199807 -1.53 -3.08 1.56 -0.4039
C 0.723288 -1.098647 -0.168429 -0.85 1.02 0.03 0.0605
C 1.919707 -0.549136 -0.154627 -3.19 0.98 0.60 -0.0401
N 1.768044 0.818398 0.114366 -1.83 -0.08 -0.22 -0.3560
C 0.559353 1.211453 0.215702 -1.34 -0.16 0.58 0.4233
H -1.991464 0.290977 1.524169 1.44 -0.56 0.40 0.2743
H -1.732457 -1.224928 0.817123 0.24 -1.25 0.16 0.2585
H -0.375193 -0.614225 1.949373 0.25 -0.82 1.88 0.2417
H -1.414379 -0.906477 -1.398258 0.18 2.34 -0.38 0.2728
H -2.033194 0.851787 -1.167710 -1.30 -0.02 1.27 0.2753
H -0.680684 0.775650 -1.869252 2.57 0.73 -2.82 0.2404
H 0.469273 -2.162192 -0.256989 -0.58 0.68 -0.04 0.3128
H 2.859772 -0.877102 -0.298542 2.97 -1.57 -0.41 0.2922
H 2.536753 1.408727 0.172916 1.91 1.77 0.13 0.4836
H 0.105271 2.178734 0.341353 0.63 0.71 0.17 0.2986
```
Forces are in eV/Å.



Record 3
C5H10N2O | ωB97M-V/def2-TZVPD

Values from the calculation:
Relative energy (zero: lowest compared OMol25 entry of this formula, charge and spin) (kcal/mol): 54.4
Gap between HOMO and LUMO (Ha): 0.3472
HOMO (hartree): -0.32285
Electronic energy (eV): -10372.9450
Largest force on an atom (eV Å⁻¹): 4.05
Molecular weight (g mol⁻¹): 114.1
LUMO (eV): 0.662
SMILES string: [H]/N=C(N)/C=C\[C@@H](C)O

```
18
Properties=species:S:1:pos:R:3:forces:R:3:nbo_charge:R:1
H 3.422133 0.430365 -0.113139 -0.28 0.09 0.70 0.3308
N 2.754309 -0.339370 -0.153782 0.16 -0.28 -0.28 -0.7532
C 1.563591 0.029786 -0.428018 1.31 0.27 -3.20 0.4295
N 1.131228 1.314768 -0.518150 -0.32 0.40 0.11 -0.8594
C 0.708033 -1.084966 -1.055308 0.59 0.86 3.91 -0.2776
C -0.383067 -1.250312 -0.292799 -1.53 -1.55 -1.56 -0.1283
C -1.458185 -0.272387 0.135837 0.29 -0.05 0.71 0.0438
C -1.200742 0.242595 1.548133 -0.37 0.11 -0.07 -0.6245
O -1.609579 0.837663 -0.744650 0.02 0.01 -0.15 -0.7239
H 0.150622 1.513487 -0.668720 0.24 0.06 -0.18 0.4206
H 1.805050 2.060996 -0.491334 -0.12 -0.05 0.30 0.3889
H 1.318468 -1.956345 -1.260441 -0.13 0.05 -0.35 0.2326
H -0.703756 -2.282549 -0.149646 -0.27 -0.02 -0.11 0.1955
H -2.408159 -0.829097 0.142228 0.23 0.04 -0.02 0.1794
H -1.993466 0.929480 1.851076 0.02 -0.06 -0.02 0.2202
H -0.250371 0.758317 1.603945 0.16 0.09 0.01 0.2256
H -1.180142 -0.595481 2.242501 -0.01 -0.04 0.03 0.2185
H -1.665965 0.493051 -1.647734 0.00 0.06 0.18 0.4815
```
Forces are in eV/Å.